Computed, not measured: a molecular structure, C21H34B12Br6InN11O2S in a non-equilibrium geometry, with the ωB97M-V functional and the def2-TZVPD basis.

Computed properties:
E_tot ... -17903.51522 hartree
Lowest unoccupied orbital energy (spin up / spin down) ... -11.49 / -11.50 eV
Frontier orbital gap (spin up / spin down) ... 4.5 / 4.6 eV
Maximum force ... 0.0662 hartree/bohr
Molar mass ... 1228.6 g/mol
Energy relative to the best compared isomer or geometry (same formula, charge and spin) ... 71.2 kJ/mol

ORCA input file:
```
! RIJCOSX wB97M-V def2-TZVPD def2/J DEFGRID3
* xyz 3 2
C -1.6724 -2.2619 4.1002
B 0.1974 3.8411 -2.7248
Br -1.3674 3.0380 -7.1159
C -1.4240 -4.7773 -0.3265
C -0.9149 -3.2830 3.5758
Br -2.2899 5.4554 -4.1755
H -1.6041 -5.6611 0.2519
H -0.6670 -4.2307 4.0092
B 0.9521 5.1841 -3.6381
C -1.6858 -1.2713 3.1169
S 0.7719 2.9747 1.6105
C 3.4324 0.1146 0.7313
H -2.1463 -2.2215 5.0585
H 3.0830 -4.5301 1.0979
H -0.2773 -8.6939 1.0255
H 3.8015 0.3267 -0.2709
C 2.9733 -1.2887 0.8199
Br 0.8365 0.1869 -5.5725
N -0.9748 -1.6928 2.0698
H 3.4218 2.2773 -4.3305
H 4.8287 -2.4980 0.9048
N 0.6541 -5.0908 1.9101
H -0.8003 -1.5055 -3.0125
C -2.8540 4.2139 2.7848
B 1.0532 2.3310 -3.1590
H -2.4787 0.3329 4.2196
H 0.1241 -9.1616 2.7102
H -3.3625 -0.0286 2.7369
C 3.7604 -2.4390 0.9147
N -0.5484 -3.8423 0.0650
C 2.1727 4.4463 -4.5613
C -1.9730 -4.3858 -1.5296
H -0.7158 6.1223 4.6997
C -1.5618 -2.2860 -3.0082
N -1.7377 3.5084 2.1802
H 2.1831 3.3360 -6.8079
H 2.6271 0.8093 0.9741
C -2.3603 5.5034 3.4300
H -3.1598 5.9498 4.0163
H -2.5514 -1.8318 -2.9981
H 3.0642 5.0256 -4.7458
H 2.7338 4.0908 -2.1346
H -1.7843 0.7964 2.6489
C -2.3663 0.0444 3.1785
H 1.0583 6.2769 -3.2429
H -2.0639 6.2074 2.6513
C -0.4817 3.7229 2.5265
C 0.7498 -7.2283 2.1287
C -1.3811 -3.1527 -1.8259
B -0.5242 2.6820 -3.9371
B 1.9473 3.8702 -2.9652
C 0.4607 -8.6250 1.8194
H 2.0743 -7.2095 3.9404
In -0.2511 -0.8667 0.0971
O -1.4909 1.1488 0.2935
H -3.5817 4.4341 2.0035
H 4.2624 0.2679 1.4177
N 1.6903 -1.6472 0.8700
C 2.8720 -3.4828 1.0235
H -3.3253 3.5652 3.5296
O -2.4021 -0.4454 -0.7090
H -2.7059 -4.9089 -2.1069
H 0.7487 5.8009 -6.1144
C 1.5426 -6.6714 3.1831
N 1.6221 -2.9908 1.0000
B 0.8805 2.0218 -4.9213
B 1.6198 3.4088 -5.7912
Br 1.2472 0.7564 -1.8945
B 2.3674 2.7737 -4.3011
H -1.4711 4.5979 5.1846
H 1.8875 -4.5163 3.5625
C 1.4543 -5.3231 3.0066
H 1.3669 -9.1527 1.5035
B 0.7595 4.9026 -5.3743
N -0.4879 -2.9186 2.3582
N -0.1642 4.4858 3.5558
B -0.5939 4.4859 -4.2464
C -1.1650 5.2024 4.3255
N -0.5269 -2.8481 -0.8482
N -2.4706 0.6738 -0.2675
Br -2.1190 1.6222 -3.5290
H 0.8082 4.5985 3.8042
B 0.3106 -3.7313 1.3215
Br -0.6108 4.0993 -0.9887
H -1.4821 -2.8759 -3.9187
H -1.9117 2.9304 1.3665
N 0.2463 -6.2254 1.3951
B -0.1602 3.3596 -5.6140
*
```

Computed, not measured: 10 unconnected molecules or ions with the total composition C4H29NO10S in a non-equilibrium geometry, with the ωB97M-V functional and the def2-TZVPD basis.

Computed properties:
E_tot ... -1375.08830 hartree
Lowest unoccupied orbital energy ... 0.12 eV
Frontier orbital gap ... 9.1 eV
Maximum force ... 0.0633 hartree/bohr
Molar mass ... 283.3 g/mol
Energy relative to the best compared isomer or geometry (same formula, charge and spin) ... 180.8 kJ/mol

ORCA input file:
```
! RIJCOSX wB97M-V def2-TZVPD def2/J DEFGRID3
* xyz 0 1
H -0.7333 -1.7457 2.3596
H -2.6056 1.3396 1.5773
H -3.2774 0.7000 -2.3306
H 4.0910 -0.2752 0.5422
O 3.7036 0.6034 0.4069
H 2.4474 -1.1396 -1.7518
H -1.8931 -2.4927 -1.9978
O -2.5600 1.3326 -2.5465
O -0.0712 2.2477 0.0581
H -1.0180 2.7026 2.9733
N 0.3027 -0.0952 -0.1155
H -0.7080 -0.0095 0.0115
H -3.7822 1.8511 0.6430
O -0.0048 4.0688 2.1219
H 0.7158 -1.4909 3.0925
H 0.5580 -0.7899 -4.6672
H 2.1458 -3.7443 1.8761
H -2.4760 -0.1774 -0.5637
H -0.1623 3.7862 1.1954
O -1.1725 -3.1325 -2.1337
S 2.6214 -3.0589 0.7920
C 1.0599 -2.2306 0.3739
H -2.3141 1.1631 -3.4592
C 0.0762 -1.0167 2.3292
H -0.6585 2.3232 -0.7055
O -3.1543 -0.8217 -0.8105
H 1.7951 -0.3328 1.3126
O 0.4147 -1.0969 -3.7600
H 1.3192 -1.0796 -3.4253
H -1.2981 -3.1247 -3.0960
C 0.8967 -0.8803 1.0706
H 4.1855 1.1899 0.9978
H 0.7775 3.5162 2.2656
H -0.2501 -0.0758 2.7334
H 0.2042 -2.8964 0.5950
O -1.7014 2.0132 2.9790
O 3.2430 -0.7792 -2.1786
H -3.2964 -1.1730 0.0756
H 1.0062 -2.2277 -0.7339
H 1.1014 1.4578 -1.3680
H -2.2610 1.9387 3.7487
C 0.8910 1.1817 -0.2966
H 3.5139 -0.0609 -1.5846
O -3.3530 1.0680 1.0121
H 1.6809 1.4643 0.3819
*
```

Computed, not measured: a molecular structure, C18H14N5O2W, with the ωB97M-V functional and the def2-TZVPD basis.

Computed properties:
E_tot ... -1184.62452 hartree
Lowest unoccupied orbital energy ... -12.63 eV
Frontier orbital gap ... 6.2 eV
Maximum force ... 0.0099 hartree/bohr
Molar mass ... 516.2 g/mol
Energy relative to the best compared isomer or geometry (same formula, charge and spin) ... 12.5 kJ/mol

ORCA input file:
```
! RIJCOSX wB97M-V def2-TZVPD def2/J DEFGRID3
* xyz 3 1
C -2.6690 2.8936 1.5305
C -1.5051 1.1600 2.8014
C 2.6533 2.5034 0.5881
O -1.0441 1.4642 0.5109
H 2.2122 -2.8019 -1.3129
C 4.2181 4.3503 1.1035
N 4.9330 5.2163 1.3550
H 2.5655 -2.9517 -3.6535
H -0.5580 -0.4811 3.7612
H -3.6784 2.8414 4.7982
H -2.0521 0.9758 4.8879
N 1.8717 1.5485 0.3269
W 0.4168 0.5082 0.0150
H 0.2004 -2.3678 2.5952
N 3.4005 3.3576 0.8129
C -2.2223 1.5165 3.9647
N 1.2764 -1.3504 -0.2232
H 2.0840 -2.1182 -5.9358
C -1.7627 1.8795 1.6227
H -4.0674 4.0374 2.6795
H 1.2847 -3.2060 0.7616
C 0.6626 -0.2307 -2.9203
C 0.9027 -1.6388 2.1960
H -0.2632 1.1151 -4.3047
H 1.6174 -1.3813 2.9766
C -0.6207 0.0689 2.8229
C 1.9606 -2.0654 -3.8021
C 1.6928 -1.5990 -5.0722
C 0.9075 -0.4598 -5.2443
C 1.4463 -1.3723 -2.6835
H 2.6890 -2.1825 1.0902
H 0.6971 -0.1057 -6.2459
C -3.3459 3.2304 2.7121
H -2.8650 3.4025 0.5973
C 1.6649 -1.8631 -1.3872
N 0.1419 -0.4060 1.8441
O 0.1693 0.3895 -1.7797
C -3.1285 2.5551 3.9126
C 0.3648 0.2474 -4.1606
C 1.6070 -2.1867 0.9637
*
```